Record 1
ORCA calculation (ωB97M-V/def2-TZVPD) on a structure of composition I2K3N2O18Pb4S3 in a non-equilibrium geometry.

Calculated values
- 2S+1 = 1
- net charge = +1
- HOMO-LUMO gap (eV) = 6.86
- energy (Eh) = -5824.9785

Each line ends with the Mulliken charge.
Atoms and positions in Å:
K 0.887 0.551 0.102  1.101
K 2.594 1.529 4.507  0.807
K 5.929 -0.755 -0.636  0.754
Pb 0.471 -0.633 -3.685  1.407
Pb 1.514 -4.002 -0.479  0.945
Pb -3.588 -0.470 -0.572  1.356
Pb -2.376 3.104 1.713  1.271
N 0.684 3.320 2.164  0.861
O -0.248 3.825 1.281  -0.656
O 1.103 2.145 2.047  -0.525
O 0.953 3.978 3.257  -0.544
N -2.836 0.316 2.683  1.135
O -2.938 -0.607 3.459  -0.482
O -3.578 0.736 1.773  -0.736
O -1.708 1.065 2.858  -0.578
S -1.522 -2.679 -1.480  1.159
O -1.376 -1.376 -0.720  -0.385
O -0.964 -3.845 -0.674  -0.616
O -3.006 -2.859 -1.385  -0.775
O -0.635 -2.693 -2.769  -0.618
S -1.647 1.797 -1.779  1.104
O -2.054 1.579 -0.256  -0.392
O -1.599 3.174 -1.969  -0.613
O -0.382 1.118 -2.155  -0.556
O -2.750 1.079 -2.497  -0.806
S 2.840 -1.527 -1.878  1.788
O 4.088 -0.944 -2.172  -0.785
O 2.433 -2.556 -2.873  -0.813
O 2.844 -2.036 -0.508  -0.650
O 1.866 -0.381 -1.935  -0.799
I 4.610 0.788 2.061  -0.845
I 0.394 -2.738 2.516  -0.514

Record 2
ORCA calculation (ωB97M-V/def2-TZVPD) on a cluster of 17 separate species, C15H54BNO23 in total in a non-equilibrium geometry.

Calculated values
- 2S+1 = 1
- relative energy (zero: lowest compared OMol25 entry of this formula, charge and spin) (kcal/mol) = 27.0
- net charge = 0
- HOMO-LUMO gap (eV) = 8.74
- energy (Eh) = -2413.9073

Each line ends with the Mulliken charge.
Atoms and positions in Å:
C 4.941 -0.270 -3.570  -1.037
C 5.017 -0.879 -2.162  -1.394
C 3.958 -0.468 -1.115  0.100
C 4.340 1.022 -0.632  -0.807
N 3.333 1.476 0.369  1.132
C 3.591 2.905 0.876  -0.597
C 3.612 2.957 2.381  -0.721
C 4.056 1.578 2.751  -0.495
C 3.362 0.706 1.654  0.025
C 1.906 1.467 -0.171  -2.133
C 1.712 2.221 -1.453  0.020
C 0.228 2.507 -1.840  -1.747
H 3.878 -0.490 -3.864  0.251
H 5.697 -0.331 -4.323  0.425
H 4.856 0.880 -3.709  0.205
H 5.771 -0.544 -1.696  0.695
H 5.033 -1.958 -2.297  0.403
H 3.973 -1.204 -0.440  0.653
H 3.054 -0.751 -1.736  -0.162
H 4.675 1.577 -1.580  0.438
H 5.326 0.798 -0.087  0.410
H 2.879 3.787 0.672  0.260
H 4.494 3.116 0.354  0.520
H 2.601 3.189 2.872  0.352
H 4.421 3.679 2.710  0.366
H 3.631 1.446 3.798  0.255
H 5.260 1.398 2.709  0.283
H 2.400 0.398 2.083  -0.649
H 3.787 -0.227 1.595  0.425
H 1.414 1.875 0.620  1.477
H 1.529 0.494 -0.194  0.646
H 2.070 1.591 -2.392  0.067
H 2.170 3.210 -1.364  0.400
H -0.191 2.896 -0.971  0.545
H -0.202 1.645 -2.143  0.414
H -0.076 3.425 -2.691  0.146
O -2.769 1.067 -2.387  -0.508
C -2.457 0.800 -1.188  0.345
O -1.781 -0.247 -0.959  0.200
B -1.707 -0.378 0.465  1.816
O -2.530 0.796 1.005  -0.646
C -2.877 1.401 -0.025  0.212
O -3.174 2.583 0.048  -0.809
O -0.333 -0.261 1.123  -0.105
C -0.187 -1.375 1.768  0.623
O 0.659 -1.587 2.622  -0.519
C -1.322 -2.192 1.581  -0.477
O -2.248 -1.654 0.950  -0.174
O -1.301 -3.372 1.932  -0.693
O -5.365 3.318 -1.638  -0.697
H -6.087 3.203 -0.950  0.290
H -4.512 3.031 -1.304  0.325
O 0.928 0.649 4.379  -0.565
H 1.688 0.375 4.998  0.320
H 0.713 -0.301 4.382  0.294
O -4.863 -3.040 1.201  -0.552
H -5.320 -3.159 2.063  0.249
H -4.422 -2.120 1.215  0.316
O -2.828 4.316 -3.251  -0.670
H -3.247 4.743 -2.456  0.333
H -2.474 3.570 -2.877  0.263
O -3.102 4.670 1.579  -0.636
H -3.434 4.550 2.532  0.306
H -2.836 3.778 1.450  0.339
O -1.753 -3.813 -1.715  -0.726
H -1.092 -3.171 -1.318  0.366
H -1.220 -4.407 -2.208  0.274
O -4.860 1.054 -5.236  -0.579
H -5.481 0.574 -5.766  0.283
H -4.535 0.639 -4.561  0.291
O -4.382 -2.582 -2.016  -0.604
H -3.706 -3.266 -1.980  0.309
H -4.252 -1.798 -1.337  0.237
O -1.705 -0.819 -4.115  -0.724
H -2.012 -0.344 -3.373  0.242
H -1.736 -0.049 -4.678  0.328
O 3.356 -3.459 1.516  -0.670
H 3.989 -2.796 1.810  0.307
H 2.551 -3.042 1.756  0.285
O 0.636 -2.656 -0.769  -0.415
H 0.580 -2.455 -1.668  0.275
H 1.333 -3.288 -0.680  0.164
O -5.605 0.363 1.755  -0.505
H -5.091 0.825 2.250  0.250
H -6.430 0.236 2.275  0.258
O -1.169 -5.661 0.379  -0.701
H -1.535 -5.258 -0.626  0.375
H -1.032 -5.067 1.145  0.403
O 0.627 -3.165 4.561  -0.683
H 1.519 -3.422 4.498  0.248
H 0.624 -2.597 3.710  0.375
O -2.727 -2.699 4.593  -0.616
H -3.660 -2.615 4.383  0.274
H -2.550 -3.547 4.141  0.324

Record 3
ORCA calculation (ωB97M-V/def2-TZVPD) on a cluster of 2 separate species, C14H14N2O2S3 in total in a non-equilibrium geometry.

Calculated values
- 2S+1 = 1
- relative energy (zero: lowest compared OMol25 entry of this formula, charge and spin) (kcal/mol) = 3.0
- net charge = 0
- HOMO-LUMO gap (eV) = 4.78
- energy (Eh) = -1996.4400

Each line ends with the Mulliken charge.
Atoms and positions in Å:
C 2.071 2.580 -1.672  -0.464
C 2.686 1.557 -0.944  -0.723
C 2.011 0.367 -0.710  -0.447
C 0.703 0.193 -1.200  0.280
C 0.015 -1.082 -1.007  1.116
S -1.595 -1.182 -1.569  0.027
C -2.279 -2.697 -0.846  -0.591
C -1.313 -3.864 -0.945  -0.663
C -0.201 -3.664 0.069  -0.583
S 0.970 -2.379 -0.432  -0.016
C 0.070 1.247 -1.886  -0.408
C 0.757 2.430 -2.126  -0.701
H 2.608 3.509 -1.859  0.405
H 3.697 1.683 -0.552  0.389
H 2.493 -0.441 -0.149  0.253
H -2.554 -2.444 0.187  0.380
H -3.184 -2.877 -1.442  0.379
H -1.847 -4.786 -0.704  0.361
H -0.904 -3.941 -1.959  0.357
H -0.564 -3.367 1.062  0.396
H 0.428 -4.561 0.151  0.385
H -0.959 1.124 -2.238  0.326
H 0.260 3.236 -2.668  0.395
C -0.977 0.328 2.145  -0.662
C 0.349 0.474 2.608  0.336
O 1.050 -0.386 3.158  -0.771
N 0.943 1.761 2.394  0.034
C 0.384 2.848 1.778  -0.157
S 1.193 4.290 1.502  -0.357
N -0.903 2.610 1.378  0.033
C -1.652 1.396 1.514  0.324
O -2.803 1.390 1.057  -0.765
H -1.492 -0.608 2.296  0.628
H 1.904 1.876 2.705  0.250
H -1.367 3.381 0.905  0.253

Record 4
ORCA calculation (ωB97M-V/def2-TZVPD) on a structure of composition C44H57BrClFeI2N8O5S2 in a non-equilibrium geometry.

Calculated values
- 2S+1 = 2
- relative energy (zero: lowest compared OMol25 entry of this formula, charge and spin) (kcal/mol) = 0.0
- net charge = +2
- HOMO-LUMO gap (alpha / beta) (eV) = 6.14 / 6.17
- energy (Eh) = -8214.4040

Each line ends with the Mulliken charge.
Atoms and positions in Å:
Fe 0.995 0.632 0.187  -0.453
Br -4.157 -2.402 4.614  -0.117
C -2.666 -1.530 3.874  -0.262
C -1.949 -2.141 2.855  -0.418
C -0.872 -1.486 2.284  0.446
C -0.505 -0.230 2.748  -0.401
C -1.218 0.377 3.776  -0.333
C -2.301 -0.274 4.342  -0.935
N 0.615 0.433 2.155  1.283
C 1.443 1.064 2.893  -0.658
C 2.622 1.644 2.261  0.152
C 3.606 2.329 2.943  -0.853
C 4.734 2.735 2.235  -0.578
C 4.831 2.429 0.891  -1.022
C 3.791 1.745 0.272  -0.126
N 2.713 1.364 0.946  0.739
H -2.232 -3.125 2.507  0.621
H -0.316 -1.958 1.488  -0.237
H -0.961 1.374 4.114  0.612
H -2.867 0.197 5.134  0.487
H 1.327 1.105 3.973  0.770
H 3.499 2.531 4.000  0.592
H 5.527 3.273 2.736  0.493
H 5.699 2.712 0.312  0.534
H 3.819 1.492 -0.779  0.582
I 4.694 -1.209 -2.348  0.068
C 3.523 -0.293 -3.862  -0.953
I 1.431 -0.527 -3.602  0.262
H 3.787 -0.742 -4.810  0.528
H 3.738 0.768 -3.859  0.408
C 2.557 9.625 1.060  -1.428
C 1.371 8.846 0.566  0.768
C 0.706 7.945 1.392  -0.642
C -0.410 7.252 0.944  -0.393
C -0.862 7.462 -0.349  0.336
C -0.221 8.366 -1.190  -0.797
C 0.891 9.044 -0.730  -0.650
S -2.269 6.584 -0.950  1.210
O -3.026 7.466 -1.774  -0.674
O -2.837 5.875 0.164  -0.646
N -1.708 5.414 -1.961  -0.183
C -1.154 4.192 -1.440  -0.618
C 0.358 4.230 -1.118  -0.152
C 0.726 2.868 -0.651  0.360
O 0.241 2.418 0.451  -0.851
O 1.417 2.043 -1.296  -0.571
H 2.885 9.276 2.037  0.354
H 2.306 10.683 1.150  0.334
H 3.394 9.549 0.365  0.356
H 1.049 7.804 2.409  0.359
H -0.949 6.576 1.595  0.527
H -0.611 8.555 -2.183  0.452
H 1.386 9.758 -1.378  0.430
H -1.432 5.741 -2.876  0.342
H -1.358 3.378 -2.140  0.381
H -1.705 3.981 -0.526  0.072
H 0.549 4.941 -0.311  0.103
H 0.946 4.506 -1.991  0.385
C 2.744 -6.034 1.981  -1.983
C 1.437 -5.981 1.178  2.418
C 0.536 -4.897 1.791  -1.723
C 0.707 -7.319 1.355  -1.874
C 1.752 -5.766 -0.335  2.359
O 2.615 -6.810 -0.798  -0.739
C 0.546 -5.802 -1.298  -2.358
C -0.642 -4.830 -1.181  1.298
C -1.225 -4.545 -2.546  -0.520
C -1.639 -5.586 -3.376  -0.090
C -2.130 -5.339 -4.647  -0.965
C -2.199 -4.033 -5.111  0.287
Cl -2.801 -3.714 -6.701  -0.212
C -1.790 -2.981 -4.311  -1.924
C -1.316 -3.247 -3.033  0.937
C 2.715 -4.589 -0.648  -3.234
N 2.454 -3.250 -0.113  1.469
C 1.655 -2.288 -0.541  -1.104
N 1.823 -1.202 0.218  1.770
C 2.799 -1.580 1.097  -1.144
N 3.199 -2.805 0.924  -0.815
H 2.534 -6.397 2.988  0.499
H 3.204 -5.050 2.079  0.309
H 3.463 -6.711 1.523  0.421
H 0.494 -5.056 2.870  0.718
H -0.486 -4.951 1.418  0.203
H 0.914 -3.885 1.640  0.016
H 0.464 -7.459 2.409  0.480
H 1.323 -8.172 1.066  0.486
H -0.232 -7.358 0.798  0.317
H 2.152 -7.653 -0.745  0.590
H 0.161 -6.824 -1.280  0.652
H 0.983 -5.685 -2.292  0.402
H -0.348 -3.888 -0.716  -0.914
H -1.413 -5.248 -0.528  0.466
H -1.582 -6.611 -3.030  0.463
H -2.454 -6.152 -5.282  0.467
H -1.843 -1.969 -4.689  0.490
H -1.009 -2.415 -2.407  0.698
H 2.801 -4.505 -1.731  0.512
H 3.692 -4.850 -0.253  0.480
H 0.982 -2.385 -1.375  0.745
H 3.207 -0.954 1.870  0.697
C -4.630 2.751 0.577  -0.927
C -3.590 2.107 1.484  -1.040
N -2.430 1.588 0.754  0.746
C -2.395 0.439 0.102  -0.504
S -0.979 -0.073 -0.789  0.061
N -3.470 -0.336 0.086  0.094
C -3.633 -1.612 -0.618  -0.273
C -4.120 -1.420 -2.044  -1.180
H -5.498 3.047 1.165  0.435
H -4.972 2.071 -0.206  0.253
H -4.229 3.645 0.101  0.199
H -4.011 1.299 2.088  0.494
H -3.203 2.842 2.189  0.466
H -1.601 2.164 0.684  -0.071
H -4.312 0.056 0.480  0.301
H -4.351 -2.191 -0.038  0.506
H -2.683 -2.143 -0.587  -0.070
H -5.088 -0.916 -2.061  0.439
H -4.234 -2.387 -2.532  0.413
H -3.411 -0.826 -2.621  0.208

Record 5
ORCA calculation (ωB97M-V/def2-TZVPD) on an isolated molecule of C16H14N2O6 in a non-equilibrium geometry.

Calculated values
- structure (SMILES) = COC(=O)c1ccccc1NC(=O)COc1ccccc1[N+](=O)[O-]
- 2S+1 = 1
- relative energy (zero: lowest compared OMol25 entry of this formula, charge and spin) (kcal/mol) = 81.6
- net charge = 0
- HOMO-LUMO gap (eV) = 8.93
- energy (Eh) = -1178.9917

Each line ends with the Mulliken charge.
Atoms and positions in Å:
C -3.065 -5.003 2.420  -0.695
O -3.229 -4.321 1.186  -0.324
C -2.445 -3.260 0.993  1.182
O -1.632 -2.904 1.831  -0.771
C -2.670 -2.598 -0.305  -0.030
C -3.615 -3.126 -1.188  -0.574
C -3.854 -2.534 -2.410  -0.688
C -3.147 -1.396 -2.770  -0.550
C -2.208 -0.853 -1.917  -0.596
C -1.953 -1.439 -0.677  0.410
N -1.015 -0.919 0.206  -0.065
C -0.231 0.182 0.070  0.739
O -0.182 0.920 -0.885  -0.661
C 0.642 0.395 1.319  -0.966
O 1.403 1.570 1.233  -0.413
C 2.330 1.708 0.272  1.182
C 2.785 0.675 -0.553  -0.215
C 3.748 0.904 -1.514  -0.716
C 4.291 2.168 -1.694  -0.643
C 3.860 3.202 -0.893  -0.403
C 2.898 2.983 0.089  -0.372
N 2.508 4.104 0.899  0.997
O 1.968 3.900 1.964  -0.570
O 2.768 5.211 0.468  -0.625
H -3.268 -4.331 3.256  0.303
H -2.045 -5.381 2.514  0.303
H -3.777 -5.824 2.408  0.234
H -4.157 -4.010 -0.895  0.470
H -4.588 -2.955 -3.080  0.404
H -3.329 -0.926 -3.724  0.399
H -1.662 0.032 -2.198  0.542
H -0.954 -1.458 1.074  0.203
H -0.002 0.546 2.189  0.531
H 1.270 -0.489 1.494  0.420
H 2.374 -0.317 -0.451  0.330
H 4.077 0.083 -2.134  0.385
H 5.039 2.340 -2.451  0.385
H 4.255 4.201 -1.000  0.458

> Among the records above, which one has the highest net charge?

C44H57BrClFeI2N8O5S2

> 2S+1 of number 5 (C16H14N2O6)?

1